This record from the Open Molecules 2025 dataset describes a cluster of 4 separate species, C5H18BO3 in total in a non-equilibrium geometry. The level of theory is ωB97M-V/def2-TZVPD.

Calculated values
calculated total energy: -12291.01227 eV
frontier orbital gap: 4.9 eV
lowest unoccupied orbital energy: 0.113 Ha
2S+1: 1
total charge: -1

Atoms and positions in Å:
B1 -0.93096 -1.09261 0.13083
C1 -0.82139 0.37599 -0.61903
C2 -0.97084 0.46311 -2.01931
H1 -1.72956 -0.98017 1.04527
H2 -1.24445 -1.89720 -0.70880
H3 0.18243 -1.28218 0.55381
H4 -0.58781 1.23775 0.03618
H5 -1.93770 0.30641 -2.50130
H6 -0.05632 0.62047 -2.61192
C3 1.89020 -0.07243 3.02310
O1 2.21843 -0.30534 1.66248
H7 1.37787 -0.95184 3.40890
H8 2.80228 0.09940 3.60735
H9 1.22796 0.79362 3.10613
H10 2.66386 0.47652 1.33548
C4 1.67457 -0.86171 -5.04334
O2 1.92618 0.52276 -4.83217
H11 0.88136 -1.17542 -4.36822
H12 1.35792 -1.03028 -6.07782
H13 2.57882 -1.44035 -4.83205
H14 2.62579 0.78194 -5.43190
C5 -2.83145 1.07918 3.60814
O3 -1.46798 0.95667 3.24412
H15 -3.07319 2.13875 3.67974
H16 -3.46703 0.61637 2.84786
H17 -3.01392 0.60409 4.57850
H18 -1.27503 0.01651 3.17800

Atoms 1-3, force components in eV/Å:
B -1.504 1.454 -0.283
C -1.210 -1.038 -0.657
C 1.106 0.766 1.471

Atom charges from the natural (NBO) analysis, given in e for atoms 1 to 8: B -0.470; C -0.250; C -0.616; H -0.097; H -0.060; H 0.000; H 0.155; H 0.174